# 1
A single C3H11N3OS molecule at a distorted geometry, computed with ωB97M-V/def2-TZVPD.

Results
Energy (Ha): -758.4177
Max |F| (eV/Å): 6.07
ΔE to the lowest compared entry with this formula, charge and spin (kJ/mol): 510.7
E_LUMO (Eh): 0.029
HOMO level (eV): -8.56

Each line ends with the natural charge from an NBO analysis.
CARTESIAN COORDINATES (ANGSTROEM)
S (-0.75, 0.56, 0.14)  1.988
O (-0.99, 1.66, -1.02)  -0.909
N (-2.31, -1.40, -0.56)  -0.671
N (0.89, -0.02, 0.03)  -0.662
N (-1.65, -0.66, 0.48)  -0.779
C (-0.65, 1.35, 1.72)  -0.814
C (1.03, -1.23, -0.76)  -0.435
C (1.96, 0.90, -0.38)  -0.420
H (1.91, -1.84, -0.63)  0.216
H (0.21, -2.04, -0.58)  0.214
H (-0.71, 0.56, 2.54)  0.277
H (2.84, 0.43, -0.03)  0.208
H (0.90, -0.91, -1.76)  0.187
H (-1.43, 2.08, 1.69)  0.253
H (-1.91, -2.30, -0.73)  0.341
H (1.98, 0.67, -1.50)  0.187
H (0.36, 1.82, 1.61)  0.236
H (1.64, 1.93, -0.09)  0.225
H (-3.31, -1.55, -0.18)  0.358

***

# 2
3 unconnected molecules or ions with the total composition C3H11N3S at a distorted geometry, computed with ωB97M-V/def2-TZVPD.

Results
Energy (Ha): -682.5611
Max |F| (eV/Å): 4.97
ΔE to the lowest compared entry with this formula, charge and spin (kJ/mol): 352.2
E_LUMO (spin up / spin down) (Eh): -0.328 / -0.328
Total charge: +2
HOMO level (spin up / spin down) (eV): -16.52 / -16.51

Each line ends with the natural charge from an NBO analysis.
CARTESIAN COORDINATES (ANGSTROEM)
S (-2.72, 1.58, -7.02)  0.595
N (1.98, 0.26, 2.10)  0.103
N (-4.87, 0.64, -5.52)  -0.739
N (-0.14, -0.72, 2.79)  -0.945
C (2.72, 0.03, 3.18)  -0.542
C (2.22, -0.25, 0.80)  -0.479
C (-3.85, 0.99, -6.20)  0.184
H (3.38, -0.95, 3.40)  0.258
H (-0.84, -0.92, 3.45)  0.405
H (1.33, -0.17, 0.25)  0.240
H (0.11, -1.51, 2.19)  0.374
H (3.63, 0.60, 3.19)  0.382
H (2.40, 0.37, 4.12)  0.278
H (-5.18, 1.43, -4.97)  0.479
H (3.07, 0.36, 0.55)  0.308
H (2.39, -1.39, 0.94)  0.235
H (-0.62, 0.00, 2.20)  0.382
H (-4.99, -0.36, -5.47)  0.481